Entry 1:
# C7H12IrO3

A structure of composition C7H12IrO3 (ωB97M-V/def2-TZVPD, the OMol25 dataset).

Structure (XYZ):
```
23
C7H12IrO3 ωB97M-V/def2-TZVPD
C -0.357 -1.421 -2.880
C 0.009 -1.350 -4.161
H 1.889 -0.268 -1.048
H 0.283 -1.887 -2.126
H -0.730 -1.355 -4.966
H 1.055 -1.221 -4.448
H -1.428 -1.333 -2.660
O -2.877 0.044 3.969
C -2.408 0.308 2.824
O -3.193 0.586 1.870
O -1.103 0.280 2.664
C -0.578 0.595 1.373
C 0.935 0.539 1.494
C 1.694 1.044 0.374
C 2.640 0.287 -0.370
Ir -4.507 0.343 3.102
H -0.913 1.595 1.070
H -0.932 -0.142 0.641
H 1.324 -0.416 1.872
H 1.271 1.305 2.245
H 1.500 2.072 0.041
H 3.244 0.878 -1.068
H 3.180 -0.484 0.188
```

Energy relative to the best compared isomer or geometry (same formula, charge and spin) (kJ/mol): 0.0
HOMO level (alpha / beta) (eV): -18.56 / -20.17
Total charge: +3
Multiplicity: 5
<S²>: 6.009
Total energy (eV): -16393.330
Orbital gap (alpha / beta) (eV): 6.090 / 4.900

Atom charges from the natural (NBO) analysis, given in e for atoms 1 to 4:
1. C -0.07
2. C 0.03
3. H 0.30
4. H 0.24

Entry 2:
# C53H117N7O7

A cluster of 7 separate species, C53H117N7O7 in total (ωB97M-V/def2-TZVPD, the OMol25 dataset).

Structure (XYZ):
```
184
C53H117N7O7 ωB97M-V/def2-TZVPD
C 9.656 -20.466 10.854
C 10.379 -19.617 12.000
C 11.572 -18.825 11.314
C 11.151 -17.701 10.394
C 10.308 -16.765 11.259
C 9.114 -17.430 11.913
N 9.439 -18.690 12.601
O 8.375 -19.351 13.222
C 8.682 -16.564 13.037
C 7.897 -17.481 10.997
C 10.940 -20.630 13.099
H 10.390 -20.835 10.138
H 8.982 -19.813 10.300
H 9.108 -21.304 11.286
H 12.205 -18.446 12.116
H 12.166 -19.538 10.742
H 10.545 -18.126 9.594
H 11.985 -17.151 9.957
H 10.002 -15.958 10.593
H 10.934 -16.345 12.046
H 7.719 -16.889 13.432
H 9.478 -16.588 13.781
H 8.500 -15.526 12.757
H 7.592 -16.490 10.659
H 8.204 -18.044 10.116
H 6.963 -17.916 11.352
H 11.779 -21.205 12.709
H 10.198 -21.410 13.266
H 11.199 -20.016 13.962
H 8.757 -19.398 14.101
C 15.762 -26.742 15.678
C 16.423 -25.622 14.837
C 16.292 -24.316 15.602
C 17.094 -23.094 15.160
C 18.580 -23.420 14.968
C 18.774 -24.744 14.116
N 17.886 -25.812 14.726
O 18.172 -27.008 14.078
C 18.438 -24.515 12.558
C 20.266 -25.117 14.348
C 15.503 -25.551 13.612
H 14.779 -26.666 16.142
H 16.285 -27.013 16.594
H 15.705 -27.584 14.988
H 15.211 -24.188 15.644
H 16.603 -24.479 16.634
H 16.842 -22.228 15.772
H 16.567 -22.767 14.263
H 19.211 -23.521 15.851
H 18.893 -22.672 14.240
H 18.253 -25.422 11.983
H 17.711 -23.759 12.262
H 19.212 -23.963 12.025
H 20.555 -25.819 13.566
H 21.050 -24.364 14.268
H 20.321 -25.528 15.355
H 14.424 -25.526 13.765
H 15.708 -26.170 12.739
H 15.577 -24.672 12.972
H 18.611 -27.486 14.786
C 3.746 -13.027 12.120
C 3.013 -11.971 11.265
C 3.165 -10.653 12.018
C 4.427 -9.868 11.769
C 4.592 -9.752 10.257
C 4.711 -11.116 9.465
N 3.515 -11.927 9.862
O 3.530 -13.159 9.284
C 4.549 -10.678 7.945
C 6.088 -11.820 9.546
C 1.499 -12.292 11.203
H 3.581 -13.994 11.643
H 3.177 -13.009 13.049
H 4.817 -12.893 12.270
H 2.285 -10.020 11.898
H 3.194 -10.682 13.107
H 5.216 -10.467 12.225
H 4.304 -8.943 12.332
H 5.507 -9.234 9.968
H 3.899 -9.002 9.875
H 5.392 -10.076 7.605
H 4.639 -11.540 7.283
H 3.564 -10.239 7.790
H 6.000 -12.594 8.783
H 6.860 -11.243 9.038
H 6.424 -12.147 10.531
H 0.954 -12.223 12.144
H 1.320 -13.292 10.807
H 1.151 -11.516 10.521
H 3.033 -12.919 8.498
C 4.917 -19.869 5.922
C 4.504 -21.295 5.720
C 5.297 -22.241 6.710
C 4.696 -22.404 8.134
C 3.133 -22.561 8.054
C 2.362 -21.631 7.049
N 3.018 -21.574 5.754
O 2.242 -21.003 4.727
C 0.918 -22.187 6.936
C 2.289 -20.265 7.851
C 5.040 -21.770 4.362
H 4.986 -19.642 6.986
H 4.163 -19.209 5.493
H 5.901 -19.692 5.489
H 5.186 -23.255 6.326
H 6.349 -21.957 6.693
H 4.928 -21.569 8.795
H 5.186 -23.254 8.610
H 2.695 -22.498 9.050
H 2.839 -23.570 7.763
H 0.808 -23.214 6.588
H 0.324 -22.251 7.847
H 0.453 -21.619 6.130
H 1.666 -19.609 7.244
H 1.871 -20.439 8.843
H 3.232 -19.743 8.010
H 4.482 -21.169 3.645
H 4.772 -22.820 4.241
H 6.112 -21.724 4.173
H 2.273 -21.743 4.117
C 12.771 -16.609 1.593
C 12.454 -17.501 2.763
C 10.987 -17.638 2.933
C 10.321 -18.519 1.882
C 10.957 -19.952 1.929
C 12.498 -19.972 1.858
N 13.071 -18.862 2.675
O 14.412 -18.868 2.763
C 13.002 -21.346 2.303
C 12.886 -19.815 0.339
C 13.021 -16.829 4.063
H 13.805 -16.775 1.292
H 12.674 -15.587 1.959
H 12.123 -16.779 0.733
H 10.828 -18.314 3.773
H 10.498 -16.670 3.041
H 10.359 -18.099 0.877
H 9.276 -18.734 2.108
H 10.338 -20.637 1.352
H 10.691 -20.364 2.902
H 12.207 -22.033 2.014
H 13.918 -21.681 1.816
H 13.019 -21.379 3.393
H 12.432 -18.981 -0.196
H 13.962 -19.748 0.180
H 12.592 -20.662 -0.281
H 12.779 -17.386 4.968
H 12.526 -15.870 4.222
H 14.095 -16.653 4.022
H 14.561 -19.292 3.611
C 20.149 -22.397 4.517
C 18.674 -22.461 4.683
C 18.108 -21.596 5.795
O 16.681 -21.443 5.837
C 16.205 -20.587 6.872
N 18.208 -21.917 3.472
H 20.639 -22.785 5.410
H 20.562 -21.404 4.344
H 20.475 -23.155 3.804
H 18.416 -23.520 4.665
H 18.491 -20.577 5.740
H 18.520 -22.050 6.696
H 15.119 -20.545 6.791
H 16.532 -19.555 6.742
H 16.364 -20.896 7.905
H 17.237 -21.949 3.747
H 18.320 -20.914 3.443
C 16.369 -27.536 8.503
C 14.920 -26.958 8.323
C 14.525 -26.581 6.925
O 13.194 -26.033 6.775
C 12.818 -24.983 7.673
N 14.042 -27.915 8.982
H 16.489 -28.387 7.831
H 16.554 -27.873 9.523
H 17.063 -26.745 8.219
H 14.845 -26.134 9.032
H 14.669 -27.519 6.389
H 15.235 -25.865 6.511
H 11.876 -24.594 7.285
H 13.546 -24.177 7.765
H 12.592 -25.274 8.698
H 13.990 -27.793 9.983
H 13.101 -28.090 8.658
```

Energy relative to the best compared isomer or geometry (same formula, charge and spin) (kJ/mol): 685.3
HOMO level (eV): -7.93
Total charge: 0
SMILES string: CC1(C)CCCC(C)(C)N1O.CC1(C)CCCC(C)(C)N1O.CC1(C)CCCC(C)(C)N1O.CC1(C)CCCC(C)(C)N1O.CC1(C)CCCC(C)(C)N1O.COC[C@H](C)N.COC[C@H](C)N
Total energy (eV): -81608.737
Orbital gap (eV): 7.922

Atom charges from the Mulliken analysis, given in e for atoms 1 to 4:
1. C -1.42
2. C 1.30
3. C -1.25
4. C -0.58

Entry 3:
# C16H25N5O6V

A structure of composition C16H25N5O6V (ωB97M-V/def2-TZVPD, the OMol25 dataset).

Structure (XYZ):
```
53
C16H25N5O6V ωB97M-V/def2-TZVPD
O -0.007 0.314 -5.115
H -0.512 -0.055 -5.860
V 0.265 -0.174 0.031
N 0.352 1.557 1.138
N 1.467 0.927 -0.995
N -1.090 -1.048 1.230
N -0.165 -1.664 -1.037
O -0.250 1.734 2.289
O -1.392 -0.716 2.555
O 0.242 -1.944 -2.353
O 1.954 0.432 -2.096
C 1.948 2.082 -0.441
C 1.318 2.440 0.771
C -1.304 -2.339 0.897
C -0.751 -2.686 -0.367
C 1.684 3.568 1.665
H 1.965 3.224 2.677
H 0.834 4.264 1.773
H 2.537 4.122 1.237
C 3.066 2.778 -1.121
H 2.795 3.031 -2.160
H 3.952 2.123 -1.164
H 3.327 3.700 -0.580
C -1.990 -3.322 1.775
C -0.813 -4.053 -0.930
H -2.627 -2.816 2.496
H -1.280 -3.964 2.319
H -2.608 -3.996 1.161
H -0.040 -4.214 -1.678
H -1.795 -4.241 -1.391
H -0.698 -4.806 -0.132
H -1.125 0.259 2.577
H 0.775 -1.133 -2.583
C -0.934 0.788 -4.140
H -0.347 1.438 -3.484
H -1.307 -0.044 -3.529
H -1.788 1.349 -4.559
O -2.012 1.074 -0.369
H -2.264 0.345 0.250
H -1.659 1.746 0.255
N 1.775 -0.926 0.890
C 2.247 -1.074 1.957
C 2.640 -1.140 3.277
C 1.854 -0.499 4.249
C 2.244 -0.558 5.577
C 3.415 -1.252 5.917
C 4.196 -1.886 4.945
C 3.813 -1.836 3.611
H 0.954 0.038 3.945
H 1.631 -0.062 6.329
H 3.721 -1.295 6.963
H 5.107 -2.425 5.215
H 4.384 -2.312 2.817
```

HOMO level (alpha / beta) (eV): -6.61 / -6.73
Total charge: 0
Multiplicity: 4
<S²>: 4.167
Total energy (eV): -62414.592
Orbital gap (alpha / beta) (eV): 5.872 / 5.896

Atom charges from the natural (NBO) analysis, given in e for atoms 1 to 4:
1. O -0.72
2. H 0.46
3. V 1.04
4. N -0.19

Entry 4:
# CCl2FNO

A cluster of 2 separate species, CCl2FNO in total (ωB97M-V/def2-TZVPD, the OMol25 dataset).

Structure (XYZ):
```
6
CCl2FNO ωB97M-V/def2-TZVPD
C 0.751 0.184 -0.048
N -1.927 -0.240 0.722
O -2.471 -0.371 -0.277
F 0.684 0.150 -1.361
Cl 1.478 -1.404 0.320
Cl 1.484 1.680 0.644
```

Energy relative to the best compared isomer or geometry (same formula, charge and spin) (kJ/mol): 112.9
HOMO level (alpha / beta) (eV): -9.40 / -8.88
Total charge: 0
Total energy (eV): -32332.519
Orbital gap (alpha / beta) (eV): 9.367 / 7.866

Atom charges from the natural (NBO) analysis, given in e for atoms 1 to 4:
1. C 0.31
2. N 0.22
3. O -0.18
4. F -0.32